Entry 1:
Here is a structure of composition C8H5NOOsS3Te from the OMol25 dataset. Energies are from ωB97M-V/def2-TZVPD.

Results
LUMO level (alpha / beta), eV: -2.25 / -2.25
Energy relative to the best compared isomer or geometry (same formula, charge and spin), kcal per mole: 8.9
E_tot, eV: -54180.123

Atoms and positions in Å:
Os 1.05 0.23 -0.29
S -2.07 -2.46 1.44
C -0.95 -1.46 0.87
S -0.09 -0.13 1.61
S -0.20 -1.48 -0.77
Te 3.13 -0.71 0.77
C 4.45 -0.32 -0.82
C 5.42 -1.26 -1.16
C 6.32 -1.01 -2.18
C 6.26 0.20 -2.87
C 5.31 1.15 -2.53
C 4.41 0.89 -1.51
H 5.47 -2.21 -0.63
H 7.06 -1.74 -2.44
H 6.96 0.39 -3.67
H 5.27 2.09 -3.06
H 3.68 1.65 -1.24
O -1.25 3.53 -1.70
C -0.50 2.70 -1.38
N 0.29 1.85 -1.05

=====

Entry 2:
Here is an isolated molecule of C8H6 from the OMol25 dataset. Energies are from ωB97M-V/def2-TZVPD.

Results
SMILES string: C1#C[C@H]2[C@H]3[C@H]4[C@@H](C1)[C@@]342
LUMO level, eV: 0.62
Energy relative to the best compared isomer or geometry (same formula, charge and spin), kcal per mole: 89.2
E_tot, eV: -8385.368

Atoms and positions in Å:
C -1.76 0.33 -0.40
C -1.59 -0.88 -0.19
C -0.44 -1.58 0.28
C 0.88 -1.22 -0.59
C 1.20 0.10 -0.50
C 0.35 0.78 0.51
C -1.00 1.48 0.01
C 0.46 -0.63 1.07
H -0.46 -2.62 0.60
H 1.49 -1.99 -1.03
H 2.14 0.49 -0.86
H 0.92 1.53 1.06
H -0.74 2.17 -0.80
H -1.45 2.04 0.83

=====

Entry 3:
Here is an isolated molecule of C8H6 from the OMol25 dataset. Energies are from ωB97M-V/def2-TZVPD.

Results
LUMO level (alpha / beta), eV: 0.98 / -1.92
Energy relative to the best compared isomer or geometry (same formula, charge and spin), kcal per mole: 15.2
Spin multiplicity: 3
E_tot, eV: -8384.966

Atoms and positions in Å:
C -1.76 -0.33 -0.10
C -0.46 -0.07 -0.13
C 1.35 1.43 0.02
C 1.83 0.09 -0.09
C -3.06 -0.38 0.00
C 2.17 -1.35 0.08
C -0.01 1.36 -0.05
C 0.82 -0.79 -0.21
H 1.95 2.32 0.10
H -3.69 -0.37 -0.88
H -3.55 -0.49 0.95
H 2.70 -1.87 -0.72
H 2.41 -1.74 1.08
H -0.70 2.18 -0.05

=====

Entry 4:
Here is a structure of composition C8H60CsO22 from the OMol25 dataset. Energies are from ωB97M-V/def2-TZVPD.

Results
LUMO level, eV: -2.99
Charge: +1
E_tot, eV: -54859.785

Atoms and positions in Å:
Cs 10.47 13.23 8.77
O 9.82 13.27 12.31
H 9.52 14.03 11.80
H 9.27 13.28 13.09
O 8.92 8.76 10.23
H 8.67 7.91 9.86
H 8.93 9.36 9.49
O 11.37 8.87 11.54
H 10.45 8.91 11.28
H 11.46 9.56 12.20
O 9.75 12.10 5.83
H 9.00 12.46 5.35
H 10.27 11.66 5.15
O 7.34 17.26 7.64
H 7.10 16.74 8.41
H 8.18 17.67 7.87
O 13.39 13.01 8.48
H 13.89 12.20 8.55
H 13.97 13.61 8.02
O 11.50 15.29 6.37
H 12.10 14.94 5.72
H 10.72 15.54 5.88
O 9.60 10.27 7.91
H 10.06 9.61 7.40
H 8.99 10.67 7.29
O 9.42 15.67 10.83
H 8.54 15.84 10.49
H 9.99 16.22 10.29
O 5.89 13.41 7.49
H 5.24 12.72 7.61
H 5.46 14.03 6.89
O 13.79 10.37 5.49
H 13.97 10.66 6.39
H 13.00 9.84 5.57
O 15.41 14.84 9.86
H 15.23 15.20 10.72
H 14.87 15.35 9.26
O 7.10 10.76 6.21
H 6.41 10.18 6.55
H 6.78 11.64 6.39
O 7.47 12.99 9.66
H 7.04 13.49 10.36
H 6.96 13.21 8.87
O 11.46 11.15 12.97
H 12.35 11.48 13.05
H 10.95 11.91 12.68
O 14.62 10.58 8.07
H 14.30 9.70 8.29
H 15.57 10.50 8.09
O 9.01 16.10 5.45
H 8.36 16.66 5.87
H 8.53 15.67 4.74
O 6.66 10.45 10.73
H 7.18 9.65 10.78
H 7.29 11.14 10.52
C 9.77 7.74 5.42
C 10.81 7.47 6.45
O 11.57 8.62 6.77
H 9.13 8.56 5.74
H 9.10 6.89 5.29
H 10.24 7.96 4.46
H 11.51 6.68 6.16
H 10.43 7.09 7.39
H 11.90 8.57 7.67
C 14.74 18.09 8.73
C 13.94 17.37 7.60
O 13.52 16.11 8.07
H 14.79 19.13 8.40
H 15.73 17.68 8.93
H 14.24 18.15 9.70
H 14.50 17.26 6.67
H 13.06 18.00 7.41
H 12.82 15.86 7.46
C 12.51 17.20 12.33
C 13.07 15.81 12.01
O 14.44 15.66 12.44
H 11.43 17.26 12.23
H 13.03 18.04 11.88
H 12.73 17.38 13.39
H 13.05 15.69 10.93
H 12.46 15.01 12.43
H 14.53 14.93 13.06
C 10.20 18.97 7.33
C 10.58 18.51 8.70
O 10.39 17.10 8.82
H 10.70 18.39 6.56
H 10.39 20.04 7.21
H 9.17 18.78 7.04
H 9.88 19.00 9.38
H 11.50 18.84 9.18
H 10.91 16.69 8.12

=====

Entry 5:
Here is a cluster of 2 separate species, C8H6BrClO2 in total from the OMol25 dataset. Energies are from ωB97M-V/def2-TZVPD.

Results
SMILES string: O=C(Br)C(=O)c1ccccc1.Cl
LUMO level, eV: -0.26
Energy relative to the best compared isomer or geometry (same formula, charge and spin), kcal per mole: 0.0
E_tot, eV: -95052.118

Atoms and positions in Å:
O 0.13 -3.51 1.57
C 0.45 -2.40 1.58
Br -0.11 -1.18 2.98
C 1.46 -1.51 0.70
O 2.65 -1.59 0.70
C 0.78 -0.45 -0.18
C 1.59 0.58 -0.63
C 0.99 1.60 -1.27
C -0.34 1.49 -1.70
C -1.13 0.44 -1.33
C -0.58 -0.51 -0.46
H 2.64 0.52 -0.22
H 1.56 2.57 -1.55
H -0.81 2.49 -2.07
H -2.19 0.34 -1.56
H -1.15 -1.26 -0.08
Cl -2.58 1.55 1.34
H -3.36 0.84 2.17

=====

Entry 6:
Here is an isolated molecule of C8H6Cl3NO3 from the OMol25 dataset. Energies are from ωB97M-V/def2-TZVPD.

Results
SMILES string: [O-]/[N+](O)=C(/c1ccccc1O)C(Cl)(Cl)Cl
LUMO level, eV: -0.45
Energy relative to the best compared isomer or geometry (same formula, charge and spin), kcal per mole: 64.2
E_tot, eV: -53586.555

Atoms and positions in Å:
O 3.08 1.78 0.02
N 2.15 1.00 0.24
O 2.12 0.73 1.80
C 1.29 0.30 -0.33
C 0.12 -0.25 0.31
C -0.21 -1.58 0.44
C -1.52 -1.94 0.26
C -2.41 -0.94 0.50
C -2.03 0.38 0.71
C -0.80 0.84 0.50
O -0.36 2.04 0.84
C 1.38 0.15 -1.77
Cl 1.90 1.57 -2.84
Cl 2.67 -1.25 -2.19
Cl -0.11 -0.52 -2.55
H 1.49 0.12 1.95
H 0.72 -2.15 0.28
H -1.93 -2.87 -0.05
H -3.52 -1.05 0.33
H -2.81 1.16 0.72
H -1.21 2.45 0.84

=====

Entry 7:
Here is an isolated molecule of C8H6ClF3O from the OMol25 dataset. Energies are from ωB97M-V/def2-TZVPD.

Results
SMILES string: O=C\C(=C/C=C\C=C\Cl)C(F)(F)F
LUMO level, eV: -0.66
E_tot, eV: -31112.442

Atoms and positions in Å:
O -0.98 0.33 -2.07
C -0.68 1.29 -1.48
C -0.76 1.49 0.02
C -1.02 0.52 0.92
C -0.81 -0.88 0.56
C 0.45 -1.38 0.23
C 1.65 -0.55 0.27
C 1.84 0.69 -0.26
Cl 3.42 1.29 0.03
C -0.80 2.97 0.44
F -1.66 3.71 -0.29
F -1.10 3.13 1.68
F 0.40 3.63 0.22
H -0.23 2.32 -1.94
H -1.11 0.82 1.96
H -1.48 -1.59 0.95
H 0.59 -2.42 0.53
H 2.41 -1.09 0.69
H 1.14 1.34 -0.84

=====

Entry 8:
Here is an isolated molecule of C8H6ClNO2 from the OMol25 dataset. Energies are from ωB97M-V/def2-TZVPD.

Results
LUMO level, eV: 0.09
Energy relative to the best compared isomer or geometry (same formula, charge and spin), kcal per mole: 0.0
E_tot, eV: -26499.611

Atoms and positions in Å:
C -0.97 2.06 -0.16
C -1.19 0.99 -1.00
C -0.02 1.95 0.83
C -0.49 -0.19 -0.82
C 0.73 0.78 1.01
C 0.46 -0.33 0.19
C 1.80 0.91 2.00
C 1.56 -2.11 1.44
N 1.05 -1.58 0.33
O 1.76 1.46 3.05
O 2.01 -3.35 1.15
Cl 3.35 0.26 1.41
H -1.53 2.98 -0.28
H -1.92 1.06 -1.79
H 0.19 2.79 1.49
H -0.69 -1.03 -1.47
H 0.99 -2.17 -0.51
H 2.39 -3.74 1.94

=====

Entry 9:
Here is a cluster of 2 separate species, C8H6N2 in total from the OMol25 dataset. Energies are from ωB97M-V/def2-TZVPD.

Results
LUMO level (alpha / beta), eV: -2.02 / -2.03
Energy relative to the best compared isomer or geometry (same formula, charge and spin), kcal per mole: 175.5
E_tot, eV: -11365.190

Atoms and positions in Å:
C -4.22 -0.27 -0.81
C -4.18 -0.74 1.76
C -0.75 -0.26 -0.41
C -0.75 1.10 -0.21
C -1.68 0.31 0.44
C -4.11 -0.40 0.50
C -0.27 -1.56 -0.83
C -0.23 2.43 -0.45
N -4.22 -0.11 -1.97
N -4.23 -0.98 2.89
H -0.40 -2.37 -0.03
H 0.72 -1.66 -1.22
H -1.00 -1.78 -1.69
H 0.39 2.58 -1.38
H 0.30 2.84 0.40
H -1.00 3.23 -0.51

=====

Entry 10:
Here is an isolated molecule of C8H6N2O2 from the OMol25 dataset. Energies are from ωB97M-V/def2-TZVPD.

Results
SMILES string: O=c1[nH]c2ccccc2nc1O
LUMO level, eV: 0.11
Energy relative to the best compared isomer or geometry (same formula, charge and spin), kcal per mole: 35.7
E_tot, eV: -15467.642

Atoms and positions in Å:
O 3.47 0.85 0.08
C 2.29 0.73 0.15
N 1.53 -0.11 -0.67
C 0.10 -0.23 -0.65
C -0.56 -1.36 -1.31
C -1.93 -1.38 -1.20
C -2.61 -0.50 -0.34
C -1.96 0.46 0.38
C -0.55 0.46 0.32
N 0.24 0.98 1.35
C 1.45 1.15 1.27
O 2.10 1.79 2.42
H 1.97 -0.52 -1.53
H -0.12 -2.29 -1.80
H -2.53 -2.31 -1.57
H -3.67 -0.61 -0.32
H -2.35 1.20 1.14
H 3.13 1.70 2.27

=====

Entry 11:
Here is an isolated molecule of C8H6N4O2S from the OMol25 dataset. Energies are from ωB97M-V/def2-TZVPD.

Results
LUMO level (alpha / beta), eV: 0.20 / 0.20
Energy relative to the best compared isomer or geometry (same formula, charge and spin), kcal per mole: 58.2
E_tot, eV: -29279.666

Atoms and positions in Å:
C 1.24 -2.24 -1.99
C 0.05 -2.81 -1.91
C 1.45 -0.95 -1.52
C -1.06 -2.18 -1.37
C 0.26 2.77 2.83
C 0.46 -0.42 -0.65
C -0.85 -1.02 -0.69
C 0.02 1.29 1.02
N 0.65 2.20 1.66
N -0.78 2.70 3.55
N -1.79 2.70 4.05
N 0.65 0.74 -0.06
O -1.93 1.20 -1.17
O -1.24 0.82 1.22
S -2.16 0.24 -0.15
H 2.09 -2.61 -2.47
H -0.10 -3.85 -2.41
H 2.40 -0.45 -1.63
H -2.02 -2.75 -1.53
H 1.03 3.44 3.27
H 1.62 1.17 -0.07

=====

Entry 12:
Here is a structure of composition C8H6NOS from the OMol25 dataset. Energies are from ωB97M-V/def2-TZVPD.

Results
LUMO level, eV: -6.58
Energy relative to the best compared isomer or geometry (same formula, charge and spin), kcal per mole: 22.5
Charge: +1
E_tot, eV: -22753.254

Atoms and positions in Å:
C 2.10 -1.68 -1.36
C -0.32 -1.30 1.50
C 0.72 -1.99 0.87
C -0.76 -0.13 1.05
C 1.28 -1.49 -0.31
C -0.38 0.35 -0.22
C 0.78 -0.31 -0.80
C -1.29 2.42 -0.08
N 2.45 -1.22 -2.43
O -0.90 1.39 -0.90
S 1.64 0.24 -2.70
H -0.73 -1.62 2.45
H 1.09 -3.05 1.06
H -1.63 0.31 1.61
H -0.47 2.49 0.68
H -2.31 2.22 0.25
H -1.27 3.38 -0.69

=====

Entry 13:
Here is a structure of composition C8H7AuNO3S2 from the OMol25 dataset. Energies are from ωB97M-V/def2-TZVPD.

Results
LUMO level, eV: 3.07
Energy relative to the best compared isomer or geometry (same formula, charge and spin), kcal per mole: 0.0
Charge: -1
E_tot, eV: -41407.567

Atoms and positions in Å:
Au -2.28 -0.17 0.30
O -1.30 1.31 4.02
C -1.30 0.66 2.98
O -2.33 0.17 2.40
C 0.07 0.36 2.36
C 1.23 0.60 3.10
C 2.45 0.27 2.55
C 2.49 -0.30 1.28
C 1.29 -0.49 0.61
N 0.12 -0.16 1.14
H 1.13 1.03 4.08
H 3.37 0.44 3.09
H 3.43 -0.59 0.82
H 1.26 -0.93 -0.38
C -0.95 0.37 -4.41
O -0.86 -0.92 -3.80
C -1.42 -1.15 -2.59
S -1.02 -2.58 -1.87
S -2.50 0.03 -1.96
H -0.50 0.26 -5.39
H -0.40 1.11 -3.82
H -1.98 0.70 -4.50

=====

Entry 14:
Here is a structure of composition C8H7Br2N from the OMol25 dataset. Energies are from ωB97M-V/def2-TZVPD.

Results
LUMO level, eV: 0.56
Energy relative to the best compared isomer or geometry (same formula, charge and spin), kcal per mole: 41.5
E_tot, eV: -149982.714

Atoms and positions in Å:
C -1.61 0.67 0.21
C -1.46 0.62 -1.12
C -0.61 0.21 1.05
C -0.29 0.11 -1.66
C 0.60 -0.20 0.66
C 0.75 -0.23 -0.77
C 1.79 -0.61 1.35
C 2.98 -0.20 -0.12
N 2.08 -0.44 -1.13
Br 3.72 1.58 0.10
Br 4.32 -1.56 0.01
H -2.40 1.35 0.69
H -2.26 0.83 -1.90
H -0.79 0.18 2.15
H 0.04 0.21 -2.65
H 2.41 -0.15 2.12
H 1.82 -1.68 1.47
H 2.38 -0.26 -2.12

=====

Entry 15:
Here is a structure of composition C8H7Br6NO2 from the OMol25 dataset. Energies are from ωB97M-V/def2-TZVPD.

Results
LUMO level, eV: -0.50
Energy relative to the best compared isomer or geometry (same formula, charge and spin), kcal per mole: 27.9
E_tot, eV: -434244.895

Atoms and positions in Å:
C 12.23 -2.35 -3.71
Br 13.34 -1.87 -5.25
Br 11.59 -4.22 -3.94
Br 10.67 -0.96 -3.47
H 12.76 -2.20 -2.77
C 18.39 -5.85 -0.92
Br 19.68 -5.73 0.47
Br 17.03 -4.37 -0.73
Br 17.67 -7.69 -0.84
H 18.89 -5.69 -1.87
C 15.57 -0.82 3.67
C 14.24 -0.69 3.96
C 13.33 -1.17 2.95
C 13.76 -1.80 1.79
C 15.15 -2.04 1.60
C 16.05 -1.46 2.47
N 12.90 -2.33 0.67
O 11.71 -2.35 0.80
O 13.38 -2.66 -0.37
H 16.19 -0.50 4.49
H 13.82 -0.33 4.89
H 12.28 -0.93 2.98
H 15.53 -2.57 0.74
H 17.08 -1.61 2.19

=====

Entry 16:
Here is an isolated molecule of C8H7BrN2O from the OMol25 dataset. Energies are from ωB97M-V/def2-TZVPD.

Results
LUMO level (alpha / beta), eV: 0.18 / -2.78
Energy relative to the best compared isomer or geometry (same formula, charge and spin), kcal per mole: 0.0
Spin multiplicity: 3
E_tot, eV: -83475.399

Atoms and positions in Å:
C -0.62 1.91 2.10
C -0.06 0.78 2.75
C -0.77 1.97 0.76
C 0.30 -0.35 2.00
C -0.32 0.87 0.02
C 0.17 -0.26 0.65
C -0.21 0.49 -1.47
C 0.03 -1.61 -2.69
N 0.49 -1.39 -0.29
N 0.24 -0.83 -1.50
O -0.38 1.16 -2.45
Br 2.43 -1.89 -0.13
H -0.93 2.79 2.64
H 0.11 0.71 3.81
H -1.20 2.75 0.18
H 0.79 -1.16 2.57
H -0.74 -2.43 -2.35
H -0.27 -1.18 -3.61
H 0.94 -2.31 -2.98

=====

Entry 17:
Here is a structure of composition C8H7MgNO4 from the OMol25 dataset. Energies are from ωB97M-V/def2-TZVPD.

Results
LUMO level, eV: -8.10
Energy relative to the best compared isomer or geometry (same formula, charge and spin), kcal per mole: 0.0
Charge: +2
E_tot, eV: -23517.697

Atoms and positions in Å:
Mg -0.01 0.30 -0.54
C -0.01 1.81 1.28
O -0.01 2.21 2.36
C -0.01 2.55 -1.46
O -0.02 3.59 -1.92
C -2.25 0.63 -0.51
O -3.39 0.64 -0.50
C 2.24 0.65 -0.51
O 3.37 0.66 -0.50
C -0.01 -1.19 -2.33
H 0.92 -1.69 -2.00
H -0.92 -1.70 -2.00
C -0.01 0.04 -2.87
H -0.92 0.56 -3.21
H 0.90 0.56 -3.21
C 0.03 -1.73 3.46
C 0.02 -1.34 2.08
N 0.01 -1.04 0.96
H -0.91 -1.35 3.94
H 0.96 -1.33 3.94
H 0.04 -2.83 3.52

=====

Entry 18:
Here is an isolated molecule of C8H7N3 from the OMol25 dataset. Energies are from ωB97M-V/def2-TZVPD.

Results
SMILES string: Nc1ccnc2ccncc12
LUMO level, eV: -0.12
Energy relative to the best compared isomer or geometry (same formula, charge and spin), kcal per mole: 99.0
E_tot, eV: -12875.647

Atoms and positions in Å:
N -1.54 2.02 0.20
C -1.35 0.70 -0.16
C -2.20 -0.42 0.26
C -1.68 -1.83 -0.07
N -0.42 -2.02 -0.24
C 0.49 -0.94 -0.30
C 1.87 -1.28 -0.05
C 2.80 -0.34 0.21
N 2.41 0.97 0.08
C 1.13 1.31 -0.40
C 0.00 0.42 -0.48
H -2.40 2.53 0.07
H -0.56 2.58 -0.09
H -3.29 -0.28 0.61
H -2.21 -2.92 -0.11
H 2.35 -2.27 0.40
H 3.85 -0.51 0.89
H 0.75 2.29 -0.82

=====

Entry 19:
Here is the ion C8H7N3O3 with charge -2 from the OMol25 dataset. Energies are from ωB97M-V/def2-TZVPD.

Results
LUMO level (alpha / beta), eV: 6.40 / 5.60
Spin multiplicity: 3
Charge: -2
E_tot, eV: -19014.732

Atoms and positions in Å:
C -2.40 -0.15 -0.10
C -2.13 -1.40 0.43
C 0.88 1.38 0.02
C 1.46 -1.55 -0.18
C -0.14 0.33 0.06
C 0.20 -0.99 0.26
C -1.42 0.84 -0.18
C -0.84 -1.91 0.64
N 1.73 1.46 1.01
N 2.61 -0.94 -0.41
N -1.72 2.25 -0.41
O 2.49 2.50 1.07
O 3.61 -1.52 -0.94
O -0.45 -3.09 1.09
H -3.42 0.08 -0.51
H -3.05 -1.95 0.70
H 1.04 2.12 -0.74
H 1.34 -2.61 -0.35
H -1.51 2.33 -1.43
H -0.96 2.70 0.22
H 2.70 0.13 -0.25

=====

Entry 20:
Here is the ion C8H7N4O2 with charge -1 from the OMol25 dataset. Energies are from ωB97M-V/def2-TZVPD.

Results
LUMO level (alpha / beta), eV: 2.89 / 3.17
Energy relative to the best compared isomer or geometry (same formula, charge and spin), kcal per mole: 122.1
Charge: -1
E_tot, eV: -18459.798

Atoms and positions in Å:
C -1.68 -0.59 -1.43
C -1.21 0.72 -1.42
C -0.35 1.33 -0.61
C 1.69 -1.93 3.95
C 0.25 2.95 -1.92
C 1.58 -2.23 2.60
C 0.73 -1.67 1.56
C -1.78 1.73 -2.30
N -1.07 -1.52 -0.69
N 0.28 2.45 -0.64
N 0.84 -2.19 0.35
N 0.17 -1.63 -0.62
O -2.89 1.71 -2.82
O -1.02 2.78 -2.65
H -2.62 -0.86 -1.90
H 2.39 -2.46 4.65
H 1.11 -1.29 4.50
H 0.98 2.57 -2.68
H 0.44 4.05 -1.95
H 2.10 -3.08 2.28
H 0.06 -0.83 1.74

=====

Record order is preserved below.
Max |F|: 1.3, 3.0, 4.7, 2.1, 3.5, 7.8, 5.0, 1.4, 2.7, 5.3, 5.2, 5.8, 0.5, 4.7, 3.3, 6.8, 5.0, 5.7, 6.8, 4.1 eV/A